Molecular formula: C2H6N4O2
Method: DFT, the ωB97M-V functional and the def2-TZVPD basis

Cartesian coordinates (Å):
H (-0.704291, 1.382173, -1.252045)
N (0.168158, 1.561813, -0.756757)
C (0.570464, 0.494350, -0.225213)
N (1.810018, 0.443572, 0.431449)
N (2.482183, -0.757191, 0.239490)
O (0.028519, -0.777435, -0.225455)
C (-1.252528, -1.154137, -0.391895)
N (-2.298540, -0.533328, 0.072570)
O (-1.882629, 0.665201, 0.724603)
H (2.359740, 1.306473, 0.258603)
H (3.166138, -0.837282, -0.546612)
H (2.993114, -0.902826, 1.090293)
H (-1.375063, -2.130715, -0.893600)
H (-2.647104, 1.034710, 1.145561)

Forces on atoms 1 to 3 (eV/Å):
-0.11 0.38 0.35
-0.21 -0.68 -0.57
0.65 0.18 -0.11

Values from the calculation:
orbital gap	10.19	eV
calculated total energy	-449.19585	Eh
energy above the lowest of the compared OMol25 structures with the same formula, charge and spin	329.06	kJ/mol
SMILES string	[H]/N=C(/NN)O/C=N\O